1.
{
  "formula": "C51H48N9O3P3Pb",
  "method": "ωB97M-V/def2-TZVPD",
  "elements": ["Pb", "P", "P", "P", "O", "O", "O", "N", "N", "N", "N", "N", "N", "N", "N", "N", "C", "C", "C", "C", "C", "C", "C", "C", "C", "C", "C", "C", "C", "C", "C", "C", "C", "C", "C", "C", "C", "C", "C", "C", "C", "C", "C", "C", "C", "C", "C", "C", "C", "C", "C", "C", "C", "C", "C", "C", "C", "C", "C", "C", "C", "C", "C", "C", "C", "C", "C", "H", "H", "H", "H", "H", "H", "H", "H", "H", "H", "H", "H", "H", "H", "H", "H", "H", "H", "H", "H", "H", "H", "H", "H", "H", "H", "H", "H", "H", "H", "H", "H", "H", "H", "H", "H", "H", "H", "H", "H", "H", "H", "H", "H", "H", "H", "H", "H"],
  "coordinates": [[-0.930272, 0.063909, 0.330312], [-4.281912, -1.858563, 0.331907], [1.990674, 0.659970, -1.608450], [1.525027, -1.687452, 0.063742], [-2.459371, 1.794766, -0.864279], [0.272098, 0.904489, 2.441227], [0.637646, 4.955261, 3.816623], [-0.309937, 3.122402, 1.997704], [-3.166749, 0.453609, 1.505753], [-5.353215, 0.570735, 1.271633], [-0.597818, 2.962622, 0.773661], [-3.983134, -1.877532, -2.456417], [-1.676826, -1.989342, 1.436255], [-2.182246, -1.142088, -1.431072], [2.626859, -0.762158, -0.874427], [-3.038270, -3.533316, 2.204120], [-0.772284, 3.937676, -0.077950], [3.767304, 4.130664, 0.868182], [-1.423738, 3.857471, -1.336087], [3.220466, -3.827821, 0.779960], [0.574936, -3.800933, -3.332905], [4.257032, 0.760739, -5.643796], [-3.066352, -1.580449, -3.424383], [0.261721, 2.102696, 2.767540], [2.779889, 2.004047, -0.638852], [1.394413, 4.095033, 5.828500], [3.754822, 2.849567, 1.399116], [1.677807, 1.728370, 6.184849], [-1.867434, -3.656208, 2.894567], [-1.296208, 4.913136, -2.250524], [-3.605017, 1.614055, 2.067516], [-4.222220, -4.353745, 2.407834], [-5.340790, -2.349022, -2.685643], [4.087584, -4.480767, 1.641964], [2.923415, 0.753493, -3.189605], [4.172081, 1.364153, -3.314803], [-1.955716, -1.122225, -2.773232], [4.031165, -1.162979, -0.992794], [1.139842, -2.875608, -2.465305], [3.259166, 1.790103, 0.648552], [-3.414741, -1.594904, -1.255717], [1.210296, 1.481115, 4.921701], [-2.894390, -2.504035, 1.329734], [1.763136, 3.047781, 6.638522], [2.348096, 0.164411, -4.315190], [4.828985, 1.369294, -4.535665], [0.923565, 3.864723, 4.532603], [3.013678, 0.157080, -5.531308], [-1.030644, -2.692502, 2.407800], [4.386262, -3.928505, 2.880795], [0.928970, -2.973061, -1.095732], [2.947084, -2.065801, 2.402598], [-1.863676, 4.836221, -3.498999], [-0.223945, -4.819118, -2.836585], [-4.236045, -0.161685, 1.021738], [-0.438281, -4.925184, -1.467413], [3.287702, 4.352025, -0.418231], [-4.961344, 1.703371, 1.924716], [2.649335, -2.613094, 1.154942], [-2.607809, 3.689004, -3.883833], [-2.230383, 2.686053, -1.699152], [3.817692, -2.720592, 3.260408], [2.784634, 3.297977, -1.164124], [0.137303, -4.011308, -0.600314], [0.800912, 2.522722, 4.066577], [-2.771690, 2.643638, -3.032328], [-6.707817, 0.260934, 0.847874], [4.504264, -1.233827, -0.012134], [4.637403, 1.838880, -2.461876], [4.573021, -0.428768, -1.581960], [-6.975964, -0.753215, 1.137741], [-2.926780, 2.306537, 2.538000], [1.766052, -2.082012, -2.854291], [1.980621, 0.913572, 6.827204], [-0.731508, 5.788531, -1.952648], [-4.776992, -4.446713, 1.478540], [2.559893, -0.315224, -6.392864], [-1.020695, -0.772028, -3.176487], [5.793882, 1.852072, -4.619715], [1.365455, -0.289306, -4.243320], [5.058547, -4.444476, 3.553184], [-1.743883, 5.646842, -4.204185], [-3.266032, -1.730809, -4.471360], [4.152996, 4.956461, 1.451272], [-5.660862, 2.456574, 2.244105], [-7.401065, 0.955884, 1.312421], [-5.513969, -3.285598, -2.159339], [-6.804282, 0.355981, -0.233746], [-0.012177, -4.110697, 0.467189], [4.050287, -2.294034, 4.227342], [4.778859, 0.758437, -6.591261], [0.763696, -3.730582, -4.396869], [2.990819, -4.263395, -0.184003], [-3.375226, 1.783691, -3.293712], [1.126963, 0.469344, 4.547807], [-3.060519, 3.655559, -4.866016], [-0.018930, -2.456357, 2.697075], [1.467340, 5.121123, 6.162066], [-6.065042, -1.611090, -2.343860], [-3.923387, -5.346366, 2.734258], [3.313059, 5.349157, -0.841550], [2.402504, 3.473637, -2.164901], [4.127381, 2.674916, 2.400659], [-1.051440, -5.728089, -1.077003], [4.120153, -2.134645, -1.483312], [-0.297969, 4.894267, 0.149187], [-1.722088, -4.395793, 3.662967], [-4.866237, -3.914188, 3.169007], [2.492780, -1.124389, 2.698066], [4.531337, -5.422655, 1.347763], [0.180997, 4.674571, 3.002976], [-0.674339, -5.532686, -3.514261], [2.124735, 3.249785, 7.638005], [3.240418, 0.790061, 1.066624], [-5.485370, -2.514302, -3.749178]],
  "forces_ev_per_angstrom": [[0.43, 0.11, -0.09], [0.28, 0.19, -0.06], [0.43, -0.18, 0.17], [0.68, -0.30, -0.62], [-0.17, 0.74, -0.63], [-0.20, 1.12, -0.02], [-0.20, -0.05, -0.16], [-0.55, 2.99, -1.55], [-0.25, -0.01, 0.04], [0.12, 0.02, -0.08], [1.02, -3.70, 2.37], [0.04, 0.07, 0.07], [-0.18, -0.26, 0.14], [-0.41, -0.30, -0.16], [-0.40, 0.20, 0.12], [0.06, 0.04, -0.13], [-1.08, 2.41, -2.73], [0.01, 0.01, 0.02], [0.97, -0.55, 2.68], [0.02, 0.00, 0.07], [-0.05, -0.04, -0.02], [-0.01, -0.01, 0.04], [0.09, 0.04, -0.02], [0.38, -2.28, 0.71], [-0.23, -0.02, -0.19], [0.06, 0.02, -0.01], [-0.08, 0.04, 0.05], [0.04, -0.23, -0.08], [0.14, 0.05, 0.03], [-0.32, 1.03, -1.57], [-0.07, 0.05, -0.08], [-0.20, -0.09, 0.14], [-0.15, -0.12, 0.02], [0.00, -0.01, 0.01], [-0.18, 0.06, 0.14], [-0.06, -0.06, -0.08], [-0.01, 0.03, -0.04], [0.08, -0.07, 0.03], [0.10, 0.04, 0.00], [-0.06, -0.04, 0.00], [0.00, -0.13, 0.03], [0.08, -0.11, 0.14], [-0.01, -0.07, -0.01], [-0.02, 0.15, -0.04], [-0.03, 0.04, 0.03], [0.07, 0.04, 0.01], [-0.01, -0.34, -0.02], [-0.03, -0.05, -0.06], [-0.02, 0.03, 0.10], [-0.02, 0.00, -0.01], [-0.02, 0.00, 0.15], [-0.05, 0.01, -0.05], [0.89, 0.68, 1.18], [-0.03, 0.02, -0.07], [-0.03, -0.12, 0.21], [-0.05, -0.02, 0.05], [-0.07, 0.08, -0.04], [0.11, 0.09, 0.10], [-0.28, -0.04, 0.07], [-0.41, -1.03, 0.32], [-0.22, -0.78, 0.59], [0.04, 0.02, 0.06], [-0.05, 0.01, 0.11], [0.02, 0.03, -0.12], [-0.15, 0.51, -0.39], [-0.18, 0.18, -0.71], [-0.21, -0.11, -0.13], [0.01, 0.03, -0.03], [0.01, 0.02, 0.03], [0.01, -0.02, -0.02], [0.02, 0.02, 0.04], [-0.08, 0.03, 0.02], [0.02, -0.03, 0.00], [-0.03, -0.01, -0.01], [-0.01, 0.00, -0.09], [0.02, 0.02, -0.01], [0.00, 0.02, 0.00], [0.03, -0.06, -0.06], [0.01, -0.02, -0.01], [-0.01, 0.00, 0.01], [0.01, 0.01, 0.00], [0.05, 0.02, 0.04], [-0.04, 0.01, 0.01], [0.02, -0.01, -0.01], [-0.03, -0.03, -0.03], [0.05, 0.01, 0.07], [0.02, 0.00, -0.02], [0.04, 0.03, 0.02], [-0.04, -0.04, 0.03], [0.00, 0.01, 0.00], [-0.01, 0.01, -0.01], [0.00, 0.01, 0.01], [0.00, -0.01, 0.00], [0.09, -0.03, 0.00], [-0.01, 0.02, 0.07], [0.00, 0.02, -0.01], [0.00, -0.07, 0.01], [-0.01, -0.01, -0.01], [0.02, 0.01, -0.03], [0.07, 0.02, -0.02], [0.00, -0.02, 0.02], [0.05, 0.03, 0.00], [0.02, -0.01, -0.01], [0.03, -0.02, 0.00], [0.01, 0.02, -0.04], [0.08, -0.03, 0.04], [-0.05, -0.04, -0.04], [0.01, 0.01, -0.02], [0.00, 0.01, 0.01], [0.00, 0.00, 0.00], [0.05, 0.02, -0.05], [0.02, -0.02, 0.01], [0.00, 0.02, 0.00], [0.06, 0.00, 0.01], [0.05, 0.01, -0.01]],
  "total_charge": 2,
  "homo_ev": -12.2
}


2.
{
  "formula": "C51H49BrN2O7P2V",
  "method": "ωB97M-V/def2-TZVPD",
  "elements": ["Br", "V", "P", "P", "O", "O", "O", "O", "O", "O", "O", "N", "N", "C", "C", "C", "C", "C", "C", "C", "C", "C", "C", "C", "C", "C", "C", "C", "C", "C", "C", "C", "C", "C", "C", "C", "C", "C", "C", "C", "C", "C", "C", "C", "C", "C", "C", "C", "C", "C", "C", "C", "C", "C", "C", "C", "C", "C", "C", "C", "C", "C", "C", "C", "H", "H", "H", "H", "H", "H", "H", "H", "H", "H", "H", "H", "H", "H", "H", "H", "H", "H", "H", "H", "H", "H", "H", "H", "H", "H", "H", "H", "H", "H", "H", "H", "H", "H", "H", "H", "H", "H", "H", "H", "H", "H", "H", "H", "H", "H", "H", "H", "H"],
  "coordinates": [[0.364157, -1.607639, -3.321365], [0.268438, 0.083831, -0.106032], [-1.694520, -0.171422, 1.858379], [1.986789, 1.563269, -1.166241], [0.729947, 3.173715, 1.157180], [1.255509, 0.350536, 1.254743], [-0.803152, 1.308743, -3.310259], [-2.988181, -4.284387, 0.734453], [-0.903881, 0.330335, -1.307325], [2.436797, 0.153696, 3.110587], [3.653449, -4.955136, -1.389928], [-2.348507, -2.500982, -0.489114], [1.241357, -1.682658, -0.654985], [1.944952, -2.278297, 0.346251], [4.368859, 1.984443, 2.242050], [3.253489, 2.042090, 0.085317], [0.253281, 3.681195, -1.764866], [5.341442, 2.854908, 1.784673], [5.277091, 3.317270, 0.480548], [0.332192, -2.500918, 5.269312], [-0.225099, -2.169901, 2.961412], [-3.600298, -2.526215, -3.034943], [-2.619251, -4.803871, -3.501385], [4.880314, -0.855247, -2.734165], [3.326371, 1.582224, 1.408205], [1.903750, 4.785153, -3.697059], [0.681095, 5.373970, -3.413884], [2.883090, -3.917242, -1.094801], [-3.724314, -2.181139, 1.537661], [4.590769, -0.861177, -4.093192], [-1.450377, 3.637548, 3.407327], [4.096076, -0.118087, -1.862116], [-4.936073, -2.762682, 1.915054], [-5.774515, -2.146015, 2.825062], [4.248878, 2.907316, -0.356414], [-1.210239, 2.287770, 3.168393], [-3.344756, -0.957515, 2.090052], [-1.460622, 1.098399, -2.347015], [-0.931812, -0.563579, 4.599352], [-0.855944, -0.965286, 3.269623], [-3.038154, 2.245466, 1.606580], [-2.171958, -4.845977, -0.313411], [2.300858, 3.641844, -3.020725], [0.362646, -2.937922, 3.952849], [-4.182337, -0.371021, 3.042204], [-2.855014, 1.528675, -2.064604], [2.756184, -3.366434, 0.182946], [-2.943415, -2.945612, 0.542204], [2.711021, 0.588392, -3.703072], [-2.077072, -3.698268, -1.319646], [1.482523, 3.080943, -2.037185], [-2.477542, 4.291376, 2.742256], [3.012486, 0.622951, -2.342624], [-0.325327, -1.322295, 5.590101], [-5.386282, -0.949649, 3.403983], [1.346946, -2.259532, -1.874699], [-2.005755, 1.576511, 2.267787], [1.244034, 4.493907, 1.372005], [-3.270625, 3.591582, 1.840976], [-0.142605, 4.819910, -2.444255], [2.354096, 0.665976, 2.040469], [3.505692, -0.143122, -4.573630], [-3.138202, -3.848649, -2.430554], [2.147528, -3.348415, -2.129968], [2.203742, -3.761838, -3.125711], [-0.383283, -0.999105, 6.620799], [-3.397439, -5.035065, -4.228170], [-0.839294, 4.171130, 4.123965], [-0.406446, 1.791636, 3.697884], [-0.230306, -2.527841, 1.935437], [0.451306, 5.240658, 1.301951], [1.852509, 1.127002, -4.083655], [4.395573, 1.603494, 3.253757], [3.248772, 3.191904, -3.278048], [0.015691, 3.040505, 1.794787], [-4.093639, -1.899577, -2.292922], [4.348049, -0.106809, -0.808355], [-4.306965, -2.717660, -3.843017], [0.802615, -3.086819, 6.047278], [-1.095958, 5.277720, -2.215148], [4.117657, -5.298365, -0.615082], [-3.237021, 2.071392, -2.923716], [-2.280105, -5.750274, -3.074219], [-2.677251, -5.727978, -0.700809], [6.028488, 3.999742, 0.106355], [0.366206, 6.256166, -3.954810], [6.141180, 3.169571, 2.440751], [1.732136, 4.565881, 2.346166], [-6.008876, -0.470081, 4.147234], [-2.668590, 5.338624, 2.934168], [-1.083167, -3.642500, -1.762062], [1.977198, 4.692286, 0.594280], [-2.764427, -1.960192, -3.451250], [-1.482585, 0.323332, 4.882325], [0.834897, -3.879667, 3.703780], [-1.779949, -4.358935, -4.041322], [5.729568, -1.409123, -2.356446], [-3.688737, 1.701137, 0.931754], [4.234223, 3.276771, -1.371082], [3.271414, -0.153624, -5.629639], [1.835369, -1.857055, 1.333191], [-5.214152, -3.712555, 1.481783], [3.280791, -3.771012, 1.038268], [-3.891511, 0.549927, 3.527938], [-1.212321, -5.136507, 0.120439], [-4.012673, -4.313832, -1.958745], [-6.718153, -2.603948, 3.087933], [-3.475713, 0.657087, -1.849702], [-4.086072, 4.091531, 1.334930], [-0.394442, 3.267845, -1.004173], [2.551584, 5.209757, -4.451905], [5.214560, -1.421170, -4.777042], [-2.860732, 2.168778, -1.180654]],
  "forces_ev_per_angstrom": [[-0.13, -0.11, -0.01], [-0.24, -0.84, -0.26], [0.16, -0.46, 0.20], [0.44, 0.12, -0.11], [0.09, 0.06, -0.05], [0.74, 0.34, 1.16], [0.02, 0.03, -0.07], [-0.03, 0.02, -0.08], [-0.70, 0.98, -0.76], [0.06, 0.05, 0.08], [0.00, 0.01, 0.01], [-0.01, -0.04, 0.00], [-0.01, -0.10, 0.13], [0.01, 0.05, 0.02], [-0.01, 0.00, -0.03], [-0.13, 0.06, 0.02], [0.04, -0.05, 0.08], [0.00, 0.01, 0.00], [0.01, 0.01, 0.00], [0.01, 0.01, 0.00], [0.00, 0.00, -0.01], [0.05, -0.01, -0.01], [-0.02, -0.01, 0.02], [-0.02, 0.00, -0.01], [-0.02, -0.01, 0.04], [0.00, -0.01, 0.02], [-0.02, -0.01, 0.01], [-0.01, 0.00, -0.01], [-0.03, -0.08, 0.00], [0.00, -0.01, 0.02], [-0.09, 0.00, 0.05], [0.00, 0.00, 0.02], [0.02, 0.00, 0.01], [0.01, -0.01, -0.02], [-0.01, 0.00, -0.01], [-0.08, -0.10, 0.17], [-0.08, 0.29, -0.10], [-0.07, -0.29, -0.06], [-0.04, -0.01, 0.00], [0.04, -0.02, -0.07], [0.02, 0.01, -0.04], [0.00, -0.06, -0.02], [0.02, 0.01, 0.02], [0.02, 0.01, 0.01], [0.01, 0.03, -0.01], [-0.03, -0.01, 0.03], [-0.02, 0.00, -0.05], [0.04, 0.04, 0.11], [-0.01, 0.06, 0.02], [-0.01, 0.05, -0.02], [-0.10, -0.10, -0.02], [0.00, 0.00, -0.01], [-0.04, -0.04, 0.07], [-0.01, 0.00, -0.01], [0.01, 0.00, 0.02], [0.03, 0.00, -0.05], [0.08, -0.02, 0.07], [-0.04, -0.12, -0.07], [0.01, 0.00, -0.01], [0.01, 0.02, 0.03], [-0.26, 0.00, -0.25], [-0.02, 0.00, 0.01], [0.01, -0.01, 0.02], [-0.02, -0.01, 0.02], [0.00, -0.01, 0.00], [0.01, 0.01, 0.00], [0.00, 0.01, 0.00], [0.01, 0.00, 0.00], [0.02, 0.01, -0.03], [-0.02, 0.00, 0.01], [0.01, 0.02, 0.00], [0.00, 0.04, 0.00], [-0.01, 0.00, 0.00], [0.03, -0.06, -0.03], [0.05, 0.04, -0.11], [0.00, 0.00, 0.01], [0.01, 0.03, 0.00], [0.00, 0.01, 0.00], [-0.01, -0.01, 0.00], [-0.01, -0.01, -0.02], [0.01, -0.01, 0.00], [-0.03, 0.00, 0.01], [0.01, 0.00, 0.00], [0.02, -0.01, 0.01], [0.00, -0.01, -0.01], [0.01, 0.02, 0.02], [0.00, 0.00, 0.00], [0.01, 0.02, 0.00], [-0.01, 0.01, -0.02], [-0.01, 0.00, 0.01], [0.05, 0.07, -0.07], [0.03, 0.00, -0.03], [0.08, -0.01, -0.03], [0.01, 0.01, -0.01], [0.00, 0.00, 0.00], [0.03, 0.03, 0.00], [0.00, 0.00, 0.00], [-0.01, -0.01, 0.01], [-0.01, 0.01, -0.02], [0.00, 0.01, -0.01], [0.01, 0.06, 0.00], [0.00, -0.01, -0.01], [0.00, 0.00, 0.00], [0.01, 0.03, -0.01], [0.00, 0.04, 0.02], [-0.02, 0.04, 0.01], [0.01, -0.02, 0.02], [0.04, -0.03, 0.00], [0.00, 0.00, -0.01], [0.00, -0.01, 0.06], [0.00, -0.01, -0.01], [0.00, 0.00, 0.00], [0.01, 0.02, -0.02]],
  "total_charge": 2,
  "homo_ev": [-13.3, -13.4],
  "de_lowest_kj_mol": 0.00,
  "multiplicity": 2
}


Number 1: electronic energy -106321.34335 eV. Number 2: electronic energy -185291.88157 eV.